189
Properties=species:S:1:pos:R:3 method="wB97M-V/def2-TZVPD" gap_ev=4.1 charge=-1
C 1.065 -3.278 -0.634
O 0.624 -2.089 -0.052
C 1.668 -1.533 0.724
C 1.222 -0.560 1.753
N 0.299 0.433 1.141
H -0.543 -0.098 0.841
H -0.224 1.123 1.721
C 0.867 1.165 -0.037
C 0.011 2.359 -0.362
O -0.653 2.797 0.805
C -1.522 3.855 0.488
H 0.558 -3.397 -1.585
H 0.978 -4.064 0.124
H 2.144 -3.276 -0.861
H 2.470 -1.160 0.066
H 2.156 -2.381 1.224
H 2.064 0.027 2.113
H 0.710 -1.031 2.593
H 0.990 0.344 -0.733
H 1.826 1.463 0.385
H -0.639 2.212 -1.239
H 0.602 3.238 -0.671
H -1.835 4.307 1.424
H -2.372 3.466 -0.075
H -0.969 4.592 -0.107
C -5.379 -2.753 7.002
O -4.797 -3.552 5.972
C -5.068 -3.048 4.684
C -4.178 -3.734 3.707
N -2.832 -3.865 4.336
H -2.677 -2.979 4.838
H -2.754 -4.594 5.045
C -1.676 -3.951 3.359
C -1.646 -5.271 2.639
O -2.859 -5.377 1.897
C -2.910 -6.442 0.945
H -4.827 -1.814 7.102
H -5.275 -3.370 7.894
H -6.445 -2.570 6.828
H -4.876 -1.967 4.712
H -6.147 -3.067 4.512
H -4.022 -3.101 2.836
H -4.498 -4.678 3.285
H -0.902 -3.893 4.128
H -1.699 -3.091 2.701
H -1.647 -6.086 3.389
H -0.761 -5.471 2.025
H -3.954 -6.500 0.649
H -2.617 -7.387 1.417
H -2.286 -6.184 0.088
C 0.034 1.932 4.354
O -0.270 0.657 4.614
H 0.697 2.038 3.436
H -0.803 2.634 4.096
H 0.542 2.382 5.242
Cl -3.487 -0.034 2.069
O -3.542 0.839 3.208
O -2.372 -0.951 2.258
O -4.763 -0.724 1.931
O -3.279 0.737 0.851
Cl 2.394 -3.377 4.446
O 1.670 -2.171 4.751
O 1.975 -3.817 3.115
O 3.819 -3.176 4.500
O 1.999 -4.382 5.419
C -4.425 3.338 -6.646
C -4.891 2.052 -7.304
C -4.024 0.826 -6.973
F -2.688 1.046 -7.124
F -4.264 0.459 -5.664
F -6.146 1.732 -6.922
F -4.837 2.291 -8.653
O -4.278 3.198 -5.242
C -3.189 3.825 -4.739
C -3.061 3.436 -3.267
F -2.804 2.115 -3.170
F -2.064 4.154 -2.699
F -2.044 3.472 -5.399
F -3.328 5.175 -4.874
H -5.185 4.111 -6.822
H -3.575 3.748 -7.194
H -4.338 -0.021 -7.599
H -3.966 3.660 -2.696
C 3.945 -4.774 -3.254
C 3.085 -4.041 -4.270
C 3.824 -2.857 -4.876
F 4.601 -2.178 -3.986
F 4.621 -3.308 -5.890
F 2.704 -4.957 -5.233
F 1.858 -3.638 -3.775
O 3.572 -6.160 -3.161
C 3.467 -6.634 -1.896
C 2.987 -8.082 -1.972
F 3.340 -8.715 -0.793
F 1.695 -8.354 -2.229
F 4.728 -6.651 -1.392
F 2.694 -5.886 -1.114
H 3.919 -4.256 -2.291
H 4.992 -4.800 -3.571
H 3.181 -2.071 -5.287
H 3.633 -8.587 -2.702
C 6.642 -0.824 0.560
C 5.964 -1.933 1.332
C 5.619 -3.175 0.518
F 4.849 -4.096 1.153
F 5.237 -3.020 -0.764
F 6.663 -2.232 2.407
F 4.795 -1.434 1.794
O 5.954 -0.457 -0.605
C 5.374 0.792 -0.672
C 5.040 1.103 -2.130
F 4.700 0.006 -2.806
F 4.073 2.034 -2.201
F 4.173 0.652 0.016
F 6.094 1.705 -0.031
H 7.667 -1.076 0.282
H 6.736 0.005 1.264
H 6.579 -3.730 0.511
H 5.947 1.523 -2.587
C 4.319 6.220 3.071
C 4.187 4.807 2.542
C 2.837 4.212 2.928
F 2.648 4.318 4.281
F 1.794 4.667 2.169
F 4.424 4.765 1.196
F 5.195 4.026 3.028
O 3.224 7.079 2.804
C 3.337 8.048 1.870
C 2.064 8.897 1.938
F 2.203 9.939 1.073
F 0.907 8.271 1.766
F 4.381 8.831 2.138
F 3.455 7.456 0.649
H 5.274 6.669 2.778
H 4.353 6.224 4.162
H 2.786 3.119 2.774
H 1.997 9.298 2.957
C 0.866 5.831 -3.513
C 1.560 6.540 -2.358
C 2.447 5.427 -1.755
O 2.420 4.363 -2.694
C 1.137 4.332 -3.272
H 1.219 6.070 -4.514
H -0.199 6.071 -3.474
H 0.858 6.964 -1.646
H 2.270 7.310 -2.664
H 2.081 5.148 -0.757
H 3.490 5.703 -1.607
H 0.409 3.800 -2.645
H 1.051 3.740 -4.187
C -0.436 7.202 4.365
C -1.605 6.905 5.315
C -1.351 7.903 6.432
O 0.040 7.800 6.635
C 0.676 7.513 5.369
H -0.715 8.048 3.737
H -0.349 6.285 3.779
H -1.536 5.900 5.723
H -2.569 6.949 4.802
H -2.015 7.594 7.242
H -1.623 8.927 6.133
H 1.363 6.677 5.491
H 1.222 8.424 5.092
C -2.940 -2.123 -1.634
C -3.661 -2.172 -2.982
C -4.943 -2.996 -2.683
O -4.974 -3.210 -1.284
C -3.648 -3.186 -0.800
H -3.141 -1.157 -1.177
H -1.889 -2.334 -1.830
H -3.094 -2.514 -3.852
H -3.959 -1.167 -3.304
H -4.769 -3.954 -3.191
H -5.798 -2.429 -3.033
H -3.122 -4.149 -0.832
H -3.472 -2.963 0.256
C -1.837 -6.395 -4.356
C -3.277 -6.787 -4.681
C -3.878 -7.130 -3.330
O -3.256 -6.251 -2.418
C -2.020 -5.808 -2.940
H -1.432 -5.651 -5.025
H -1.254 -7.316 -4.319
H -3.240 -7.589 -5.423
H -3.844 -5.972 -5.138
H -3.698 -8.184 -3.078
H -4.960 -7.033 -3.436
H -1.179 -5.960 -2.259
H -2.037 -4.718 -3.088

---

155
Properties=species:S:1:pos:R:3 method="wB97M-V/def2-TZVPD" gap_ev=6.5 charge=+1
C 2.288 -1.720 0.120
C 2.825 -0.625 1.216
C 1.557 0.325 1.614
C 1.690 0.933 3.104
C 0.282 1.407 3.716
C 0.043 3.021 3.652
C -1.152 3.439 2.656
C -0.538 4.482 1.571
N -1.535 4.872 0.529
C -0.915 5.895 -0.402
C 0.259 5.311 -1.338
C 1.757 5.587 -0.752
C 2.779 4.762 -1.700
C 3.219 3.368 -0.996
C 4.556 2.776 -1.668
C 4.261 1.982 -3.044
C 3.177 0.774 -2.840
C -2.696 5.606 1.128
S -2.576 6.642 2.456
S -4.417 5.451 0.402
C -4.574 3.693 -0.265
C -3.590 3.437 -1.502
C -2.611 2.172 -1.421
N -2.845 1.204 -0.318
C -3.977 0.330 -0.516
N -4.072 -0.712 0.355
O -3.160 -0.853 1.362
C -3.627 -0.139 2.534
N -3.746 0.814 3.283
N -4.909 0.549 -1.604
C -4.614 -0.160 -2.869
C -6.335 0.636 -1.204
C -7.171 -0.726 -1.159
H 3.042 -1.678 -0.756
H 2.330 -2.770 0.571
H 1.237 -1.411 -0.209
H 3.206 -1.165 2.151
H 3.694 -0.006 0.791
H 1.496 1.205 0.862
H 0.618 -0.329 1.561
H 2.445 1.813 3.145
H 2.162 0.103 3.764
H 0.256 1.091 4.833
H -0.595 0.835 3.219
H -0.214 3.351 4.730
H 1.044 3.513 3.374
H -1.509 2.461 2.151
H -2.004 3.919 3.247
H -0.036 5.371 2.105
H 0.326 3.907 1.052
H -0.581 6.806 0.223
H -1.777 6.225 -1.105
H 0.216 5.900 -2.332
H 0.149 4.180 -1.560
H 2.012 6.713 -0.853
H 1.852 5.339 0.359
H 3.678 5.454 -1.891
H 2.332 4.528 -2.738
H 3.375 3.588 0.123
H 2.306 2.657 -1.074
H 5.251 3.662 -1.948
H 5.133 2.079 -0.954
H 5.239 1.459 -3.362
H 3.916 2.712 -3.866
H 2.171 1.127 -3.269
H 3.514 -0.157 -3.412
H 3.126 0.500 -1.731
H -5.656 3.617 -0.657
H -4.469 2.992 0.629
H -2.955 4.385 -1.681
H -4.253 3.340 -2.450
H -2.606 1.615 -2.433
H -1.537 2.578 -1.301
H -2.808 1.617 0.624
H -4.820 -1.418 0.312
H -5.258 -1.065 -3.121
H -3.525 -0.553 -2.799
H -4.590 0.629 -3.725
H -6.371 1.089 -0.134
H -6.836 1.436 -1.875
H -8.260 -0.456 -0.865
H -6.823 -1.503 -0.396
H -7.246 -1.191 -2.211
O -1.402 -4.587 7.162
C -2.159 -3.746 6.755
O -2.094 -2.430 7.101
C -3.205 -1.733 6.527
C -3.651 -2.587 5.364
C -3.329 -3.987 5.841
H -3.983 -1.629 7.289
H -2.889 -0.738 6.207
H -4.701 -2.444 5.102
H -3.048 -2.353 4.479
H -4.150 -4.419 6.418
H -3.053 -4.640 5.013
O -1.004 -3.218 -1.163
C -1.501 -3.994 -0.386
O -1.734 -5.305 -0.662
C -2.431 -5.906 0.436
C -2.129 -5.026 1.627
C -1.993 -3.657 0.995
H -3.499 -5.933 0.199
H -2.076 -6.927 0.583
H -2.894 -5.077 2.404
H -1.174 -5.320 2.074
H -2.955 -3.148 0.915
H -1.272 -3.038 1.529
O 5.949 1.078 0.657
C 6.226 1.988 1.398
O 7.428 2.623 1.406
C 7.457 3.573 2.477
C 6.008 3.870 2.783
C 5.332 2.554 2.466
H 7.978 3.125 3.327
H 7.999 4.466 2.161
H 5.845 4.212 3.806
H 5.637 4.645 2.105
H 5.331 1.878 3.325
H 4.319 2.702 2.091
O 4.719 -4.971 -1.885
C 3.532 -5.161 -1.979
O 2.586 -4.361 -1.416
C 1.291 -4.935 -1.630
C 1.453 -5.847 -2.824
C 2.883 -6.321 -2.681
H 0.998 -5.480 -0.727
H 0.564 -4.143 -1.817
H 0.722 -6.657 -2.849
H 1.348 -5.269 -3.748
H 2.956 -7.209 -2.047
H 3.345 -6.502 -3.652
O -3.621 1.703 -6.713
C -4.585 2.330 -6.357
O -5.611 1.803 -5.629
C -6.638 2.790 -5.476
C -5.948 4.118 -5.681
C -4.863 3.773 -6.679
H -7.414 2.604 -6.223
H -7.079 2.709 -4.480
H -6.623 4.905 -6.022
H -5.491 4.448 -4.742
H -5.219 3.846 -7.709
H -3.973 4.385 -6.534
O 5.726 -9.759 -0.681
C 6.497 -8.877 -0.399
O 7.825 -9.070 -0.169
C 8.419 -7.836 0.246
C 7.494 -6.757 -0.267
C 6.140 -7.429 -0.203
H 8.493 -7.835 1.338
H 9.421 -7.750 -0.177
H 7.552 -5.831 0.308
H 7.739 -6.523 -1.308
H 5.671 -7.307 0.776
H 5.480 -7.077 -0.995

---

154
Properties=species:S:1:pos:R:3 method="wB97M-V/def2-TZVPD" gap_ev=7.1 smiles="COCCCCCCCc1c2c(c(S)c(CC(=O)I)c1P(C)C)C(=O)N(CC(=O)c1ccccc1)C2=O.CC(C)O.CC(C)O.CC(C)O.CC(C)O.CC(C)O.CC(C)O.CC(C)O" charge=0
C 4.471 -3.054 4.054
O 5.075 -3.862 3.015
C 5.106 -3.041 1.839
C 5.952 -3.649 0.661
C 5.366 -3.242 -0.773
C 5.082 -1.691 -0.934
C 3.670 -1.426 -1.622
C 2.637 -0.668 -0.657
C 2.592 0.852 -1.066
C 1.338 1.611 -0.539
C 0.120 1.668 -1.343
C -1.076 2.413 -0.888
C -1.128 3.112 0.396
S -2.696 3.941 0.831
C 0.090 3.065 1.244
C 0.063 3.814 2.615
C -0.001 2.776 3.818
O -0.596 1.756 3.704
I 0.990 3.273 5.716
C 1.297 2.311 0.782
P 2.866 2.164 1.805
C 2.734 0.808 3.101
C 3.388 3.810 2.537
C -2.181 2.252 -1.988
O -3.180 2.873 -2.197
N -1.666 1.124 -2.735
C -2.448 -0.119 -2.713
C -1.963 -1.162 -1.642
O -0.892 -1.736 -1.684
C -2.895 -1.561 -0.443
C -2.526 -1.406 0.967
C -3.472 -1.862 1.994
C -4.814 -2.481 1.673
C -5.160 -2.617 0.249
C -4.191 -2.153 -0.769
C -0.238 1.044 -2.734
O 0.526 0.619 -3.554
H 5.301 -2.705 4.725
H 3.667 -3.602 4.614
H 3.981 -2.128 3.631
H 5.511 -2.016 2.067
H 4.048 -2.902 1.451
H 7.059 -3.441 0.743
H 5.859 -4.774 0.757
H 4.447 -3.882 -0.920
H 6.133 -3.525 -1.540
H 5.200 -1.093 0.005
H 5.856 -1.290 -1.656
H 3.816 -0.793 -2.534
H 3.276 -2.422 -1.954
H 2.962 -0.839 0.411
H 1.650 -1.193 -0.828
H 2.613 0.935 -2.190
H 3.535 1.325 -0.662
H -2.686 5.088 0.052
H 0.935 4.523 2.698
H -0.852 4.468 2.745
H 2.763 1.260 4.132
H 3.656 0.169 2.982
H 1.809 0.182 2.949
H 2.931 3.879 3.572
H 4.496 3.907 2.664
H 2.953 4.687 1.976
H -2.553 -0.604 -3.729
H -3.503 0.171 -2.428
H -1.555 -0.958 1.274
H -3.204 -1.781 3.080
H -5.544 -2.865 2.420
H -6.127 -3.087 -0.058
H -4.502 -2.290 -1.831
C -2.349 -4.498 5.671
C -3.494 -5.008 4.809
C -3.667 -6.512 4.955
O -3.241 -4.688 3.443
H -1.402 -4.958 5.372
H -2.229 -3.419 5.549
H -2.523 -4.713 6.727
H -4.421 -4.503 5.093
H -2.764 -7.040 4.632
H -4.485 -6.867 4.323
H -3.880 -6.788 5.990
H -2.424 -5.135 3.189
C 2.590 8.196 6.652
C 2.843 7.636 5.260
C 1.549 7.453 4.495
O 3.505 6.378 5.360
H 1.963 7.516 7.237
H 3.530 8.310 7.196
H 2.095 9.169 6.602
H 3.506 8.309 4.711
H 0.891 6.745 5.011
H 1.742 7.040 3.503
H 1.018 8.400 4.379
H 2.923 5.776 5.839
C -5.542 -5.815 -4.428
C -4.653 -4.583 -4.353
C -3.274 -4.859 -4.930
O -4.525 -4.171 -2.992
H -5.113 -6.639 -3.850
H -6.525 -5.605 -4.001
H -5.673 -6.145 -5.461
H -5.121 -3.760 -4.898
H -2.768 -5.651 -4.368
H -2.643 -3.970 -4.859
H -3.336 -5.161 -5.977
H -4.112 -4.891 -2.499
C 1.415 -6.153 1.689
C 2.343 -7.188 1.070
C 3.071 -7.986 2.140
O 3.294 -6.535 0.234
H 1.981 -5.436 2.293
H 0.907 -5.579 0.910
H 0.662 -6.626 2.323
H 1.766 -7.865 0.436
H 3.691 -7.331 2.759
H 3.741 -8.718 1.683
H 2.367 -8.514 2.788
H 3.813 -5.930 0.781
C 0.903 -4.628 -6.348
C -0.077 -5.670 -6.865
C 0.646 -6.823 -7.544
O -0.973 -5.059 -7.794
H 1.485 -4.200 -7.170
H 0.369 -3.802 -5.874
H 1.593 -5.061 -5.620
H -0.679 -6.051 -6.037
H 1.220 -6.469 -8.406
H -0.070 -7.557 -7.920
H 1.329 -7.323 -6.852
H -0.451 -4.719 -8.530
C 0.159 7.299 -0.701
C -0.579 7.589 0.597
C -1.791 8.474 0.354
O 0.303 8.227 1.513
H 0.525 8.225 -1.156
H 1.034 6.671 -0.512
H -0.488 6.791 -1.419
H -0.896 6.650 1.058
H -1.492 9.439 -0.066
H -2.307 8.684 1.295
H -2.494 7.999 -0.332
H 0.596 9.061 1.127
C -2.642 7.587 -5.062
C -3.382 7.882 -3.767
C -4.597 8.764 -4.012
O -2.500 8.531 -2.851
H -2.278 8.511 -5.521
H -1.767 6.962 -4.870
H -3.287 7.074 -5.778
H -3.697 6.945 -3.302
H -4.298 9.728 -4.436
H -5.112 8.977 -3.073
H -5.300 8.286 -4.697
H -2.214 9.362 -3.251